No. 1
103
Properties=species:S:1:pos:R:3 method="wB97M-V/def2-TZVPD" spin_multiplicity=1 total_charge=+4 lumo_ha="-0.4667 / -0.4668" e_tot_ha=-4340.043823 gap_ev="5.1625 / 5.1589"
W -0.3856 -0.4799 0.1365
C -0.8809 -4.2482 0.0876
C -1.3426 -3.0468 0.8007
N -0.4326 -2.2049 1.3819
N -0.8057 -1.8497 2.6347
C -0.2408 -0.7805 3.1399
S 0.7225 0.2723 2.1673
S -0.5698 -0.5158 4.7969
C 0.6897 0.7045 5.2946
C 2.1139 0.2731 5.0620
C 2.6168 -0.8870 5.6481
C 3.9490 -1.2302 5.4843
C 4.7962 -0.4140 4.7401
C 4.3049 0.7443 4.1542
C 2.9627 1.0811 4.3082
C -2.7239 -2.7369 1.0424
C -3.7205 -3.6837 1.2736
C -5.0218 -3.2674 1.5405
C -5.3309 -1.9167 1.5589
C -4.3577 -0.9464 1.2840
C -3.0865 -1.3758 1.0339
O -2.1196 -0.4315 0.6643
H 0.1986 -4.2660 -0.0246
H -1.3915 -4.4099 -0.8591
H -1.1499 -5.0905 0.7434
H 0.4610 0.8114 6.3574
H 0.4787 1.6601 4.8144
H 1.9742 -1.5121 6.2571
H 4.3381 -2.1162 5.9672
H 5.8461 -0.6628 4.6549
H 4.9720 1.4089 3.6197
H 2.5972 2.0211 3.9069
H -3.4718 -4.7365 1.3050
H -5.7908 -4.0011 1.7380
H -6.3436 -1.5993 1.7691
H -4.6036 0.1061 1.2471
Cl -2.3110 -2.0990 -1.9114
C -2.1732 -1.4214 -3.5091
C -2.9499 -1.9611 -4.5147
C -2.8500 -1.4090 -5.7847
C -2.0008 -0.3359 -6.0248
C -1.2488 0.2028 -4.9949
C -1.3085 -0.3574 -3.7111
P -0.3524 0.4529 -2.4126
C -0.7707 2.1683 -2.6762
C -2.1350 2.4763 -2.7689
C -2.5324 3.7744 -3.0281
C -1.5731 4.7731 -3.1864
C -0.2212 4.4682 -3.1001
C 0.1898 3.1633 -2.8501
C 1.4089 0.2890 -2.7553
C 1.8933 -0.3392 -3.8996
C 3.2642 -0.3993 -4.1234
C 4.1509 0.1596 -3.2119
C 3.6721 0.7836 -2.0639
C 2.3063 0.8452 -1.8382
H -3.6237 -2.7825 -4.3156
H -3.4522 -1.8143 -6.5870
H -1.9354 0.0928 -7.0154
H -0.6173 1.0613 -5.1868
H -2.8835 1.6966 -2.6685
H -3.5835 4.0120 -3.1273
H -1.8820 5.7863 -3.4076
H 0.5187 5.2422 -3.2558
H 1.2468 2.9329 -2.8239
H 1.2152 -0.7712 -4.6232
H 3.6384 -0.8707 -5.0227
H 5.2152 0.1256 -3.4039
H 4.3627 1.2416 -1.3676
H 1.9434 1.3675 -0.9529
C 1.7614 -3.7535 -2.6169
N 2.4347 -3.1214 -1.4642
C 3.7175 -3.4839 -1.1262
C 4.3419 -2.9502 -0.0613
C 3.6235 -1.9867 0.7089
N 2.3834 -1.6195 0.3339
C 1.8263 -2.1974 -0.6987
O 0.5985 -1.8467 -1.0290
N 4.1520 -1.4345 1.7875
H 2.5245 -4.0561 -3.3283
H 1.0970 -3.0320 -3.0802
H 1.2023 -4.6283 -2.2917
H 4.1790 -4.2228 -1.7672
H 5.3476 -3.2495 0.1952
H 5.0653 -1.7112 2.1145
H 3.6301 -0.7922 2.3703
C 0.6839 3.7618 0.8565
S -0.8312 3.1052 0.1903
O -0.5575 1.5518 0.1520
C -1.9814 3.3451 1.4729
C -3.2273 3.8071 1.0520
C -4.1887 4.1065 2.0086
C -3.8937 3.9461 3.3536
C -2.6417 3.4820 3.7634
C -1.6763 3.1793 2.8258
H 1.0329 3.1652 1.6965
H 0.4605 4.7806 1.1749
H 1.4109 3.7807 0.0463
H -3.4318 3.9512 -0.0016
H -5.1561 4.4814 1.7041
H -4.6379 4.1961 4.0982
H -2.4247 3.3824 4.8184
H -0.6982 2.8356 3.1341

---

No. 2
111
Properties=species:S:1:pos:R:3 method="wB97M-V/def2-TZVPD" spin_multiplicity=1 total_charge=+2 lumo_ha=-0.2165 e_tot_ha=-5287.553101 gap_ev=6.6178
Ti 0.5727 0.0755 0.6667
N 2.1861 0.2920 -0.3416
S 3.6209 -0.0609 -0.3908
N 3.9693 -1.5662 -0.9020
S 4.2319 -2.8313 -0.0328
N 3.2871 -3.1884 1.1436
S 1.6620 -3.0821 1.0083
N 1.0818 -1.7334 1.1108
C 1.1612 -4.1552 2.3103
C 2.0423 -4.9696 3.0084
C 1.5261 -5.8104 3.9828
C 0.1589 -5.8413 4.2269
C -0.7078 -5.0268 3.5089
C -0.2092 -4.1661 2.5457
C 1.2114 -3.9310 -0.4808
C 1.2007 -5.3210 -0.5124
C 0.8628 -5.9522 -1.6973
C 0.5327 -5.1994 -2.8185
C 0.5526 -3.8129 -2.7688
C 0.9005 -3.1636 -1.5939
C 5.8366 -2.8611 0.7020
C 6.9110 -2.7338 -0.1732
C 8.1918 -2.7658 0.3460
C 8.3806 -2.9246 1.7153
C 7.2954 -3.0495 2.5693
C 6.0016 -3.0198 2.0673
C 4.2955 -4.1161 -1.2409
C 3.9882 -3.8786 -2.5705
C 4.0402 -4.9477 -3.4539
C 4.3960 -6.2104 -3.0036
C 4.7011 -6.4264 -1.6634
C 4.6506 -5.3753 -0.7671
C 4.5273 0.2378 1.1090
C 5.8628 0.6253 1.0406
C 6.5486 0.8571 2.2203
C 5.9042 0.7056 3.4426
C 4.5774 0.3049 3.4936
C 3.8760 0.0639 2.3217
C 4.4588 0.9054 -1.6053
C 4.2823 2.2792 -1.4858
C 4.9215 3.1093 -2.3891
C 5.7124 2.5657 -3.3959
C 5.8710 1.1920 -3.5031
C 5.2467 0.3451 -2.5973
H 3.1017 -4.9449 2.7986
H 2.1925 -6.4481 4.5473
H -0.2340 -6.5110 4.9801
H -1.7744 -5.0640 3.6840
H -0.8814 -3.5355 1.9756
H 1.4298 -5.9001 0.3730
H 0.8339 -7.0325 -1.7391
H 0.2465 -5.7006 -3.7338
H 0.2846 -3.2321 -3.6413
H 0.9141 -2.0853 -1.5422
H 6.7492 -2.6294 -1.2395
H 9.0429 -2.6794 -0.3153
H 9.3851 -2.9580 2.1160
H 7.4513 -3.1758 3.6322
H 5.1432 -3.1168 2.7154
H 3.7053 -2.8895 -2.9005
H 3.8019 -4.7893 -4.4969
H 4.4399 -7.0358 -3.7015
H 4.9814 -7.4127 -1.3202
H 4.8898 -5.5286 0.2784
H 6.3561 0.7622 0.0876
H 7.5830 1.1711 2.1840
H 6.4412 0.9067 4.3604
H 4.0761 0.1931 4.4456
H 2.8408 -0.2413 2.3613
H 3.6575 2.6756 -0.6947
H 4.8083 4.1819 -2.3084
H 6.2080 3.2190 -4.1014
H 6.4824 0.7758 -4.2920
H 5.3634 -0.7267 -2.6660
N 1.6908 5.6894 0.5633
C 1.5045 4.5540 -0.0923
N 1.5972 4.5099 -1.4201
O 1.3292 3.4370 0.5269
H 1.7107 6.5750 0.0857
H 1.5235 5.6899 1.5582
H 1.6808 5.3436 -1.9771
H 1.3138 3.6559 -1.8729
N -0.6924 -0.5893 -0.7737
C -1.8038 -0.9560 -0.6529
C -3.0495 -1.4491 -0.4528
C -3.1088 -2.7070 0.2078
N -3.0708 -3.7248 0.7481
C -4.2102 -0.6779 -0.7399
N -5.1432 -0.0407 -0.9542
C -3.2214 -2.1165 4.0814
C -3.0093 -0.6321 3.7586
C -4.1864 -0.0661 2.9478
C -2.7857 0.1912 5.0362
C -1.8035 -0.4981 2.9303
N -0.8810 -0.3656 2.2641
H -4.1201 -2.2078 4.6914
H -2.3800 -2.5193 4.6470
H -3.3619 -2.7027 3.1726
H -5.0813 -0.1108 3.5684
H -4.3696 -0.6524 2.0479
H -4.0124 0.9720 2.6651
H -3.6811 0.1148 5.6527
H -2.6136 1.2412 4.8019
H -1.9391 -0.1867 5.6094
F -0.9647 4.3612 0.3201
Te -0.4746 3.0474 1.5727
F 0.2037 4.4564 2.5874
F -0.5004 2.2491 3.2601
F 1.2587 1.3638 1.9077
F -2.2683 3.2531 1.9940
O -0.6942 1.6327 0.4405

---

No. 3
95
Properties=species:S:1:pos:R:3 method="wB97M-V/def2-TZVPD" spin_multiplicity=1 total_charge=+2 lumo_ha=-0.2002 e_tot_ha=-2684.102452 gap_ev=7.3281
Y 0.2724 -0.1075 0.1859
C 1.3550 -0.5579 -4.2863
C 0.6958 -1.9259 -4.1136
C 1.7487 -3.0293 -4.0442
C -0.2474 -1.9344 -2.9272
C -1.6043 -1.6323 -3.1056
C -2.5197 -1.7494 -2.0790
C -2.1249 -2.1624 -0.8008
C -3.1423 -2.4009 0.2805
C -0.7751 -2.4517 -0.6081
C 0.1548 -2.3331 -1.6560
H 2.0015 -0.5546 -5.1650
H 1.9794 -0.3232 -3.4167
H 0.6168 0.2359 -4.4064
H 0.0742 -2.1100 -4.9939
H 2.4781 -2.8378 -3.2530
H 2.3005 -3.0729 -4.9831
H 1.3016 -4.0092 -3.8719
H -1.9496 -1.3390 -4.0908
H -3.5654 -1.5385 -2.2690
H -2.7559 -2.1627 1.2733
H -3.4282 -3.4544 0.2997
H -4.0445 -1.8170 0.1059
H -0.4547 -2.8830 0.3396
H 1.1756 -2.6672 -1.5010
O 1.0684 1.9100 1.5733
C -0.0444 2.0198 1.0534
C -1.0508 3.0644 1.1754
C -1.0748 4.0974 2.1103
C -2.1621 4.9529 2.1327
C -3.2030 4.7814 1.2218
C -3.1729 3.7658 0.2737
C -2.0908 2.8962 0.2508
P -1.7663 1.6183 -1.0329
C -0.8247 2.6067 -2.2325
C 0.4828 2.2390 -2.5238
C 1.2766 3.0088 -3.3615
C 0.7517 4.1617 -3.9236
C -0.5585 4.5386 -3.6473
C -1.3420 3.7699 -2.8034
C -3.3867 1.3144 -1.7824
C -4.4525 0.9883 -0.9425
C -5.6789 0.6226 -1.4752
C -5.8488 0.5728 -2.8540
C -4.7958 0.9063 -3.6946
C -3.5685 1.2791 -3.1621
H -0.2558 4.2081 2.8101
H -2.2099 5.7548 2.8571
H -4.0500 5.4550 1.2477
H -3.9883 3.6614 -0.4313
H 0.9076 1.3192 -2.1232
H 2.2910 2.7037 -3.5850
H 1.3594 4.7670 -4.5830
H -0.9663 5.4373 -4.0907
H -2.3589 4.0763 -2.5890
H -4.3305 1.0315 0.1353
H -6.5049 0.3825 -0.8183
H -6.8061 0.2905 -3.2715
H -4.9330 0.8867 -4.7680
H -2.7551 1.5450 -3.8270
N 2.4152 -0.9784 2.5664
P 2.4050 -1.8247 1.0863
C 3.3516 -3.3288 1.3334
C 4.7340 -3.2833 1.5345
C 5.4318 -4.4537 1.7746
C 4.7575 -5.6707 1.8043
C 3.3872 -5.7217 1.5975
C 2.6814 -4.5498 1.3641
C 3.3714 -0.8306 -0.0947
C 4.0021 -1.4738 -1.1670
C 4.5766 -0.7303 -2.1839
C 4.5163 0.6607 -2.1631
C 3.8862 1.3068 -1.1133
C 3.3132 0.5673 -0.0786
C 1.2349 -0.6691 3.2302
C 1.2366 -0.3854 4.5973
C 0.0500 -0.0545 5.2084
C -1.1319 -0.0108 4.4644
C -1.0491 -0.3034 3.1304
N 0.1052 -0.6291 2.5096
H 3.2529 -0.9351 3.1313
H 5.2668 -2.3398 1.4906
H 6.5014 -4.4221 1.9329
H 5.3087 -6.5836 1.9872
H 2.8694 -6.6710 1.6178
H 1.6097 -4.5882 1.2062
H 4.0655 -2.5554 -1.1923
H 5.0834 -1.2368 -2.9953
H 4.9794 1.2336 -2.9559
H 3.8578 2.3883 -1.0727
H 2.8971 1.0862 0.7767
H 2.1620 -0.4305 5.1552
H 0.0360 0.1682 6.2673
H -2.0784 0.2480 4.9146
H -1.9329 -0.2704 2.5000

---

No. 4
107
Properties=species:S:1:pos:R:3 method="wB97M-V/def2-TZVPD" spin_multiplicity=1 total_charge=+1 lumo_ha=-0.0940 e_tot_ha=-7816.240824 gap_ev=8.2915
Pt -0.9786 -0.4812 -0.0785
C 2.0681 -1.2483 2.3054
C 0.6614 -1.3525 2.7731
C 0.2608 -1.7550 4.0483
C -1.1169 -1.7055 4.0476
C -2.0733 -2.0230 5.1471
N -1.5006 -1.2861 2.8302
N -0.4143 -1.0667 2.0366
B -2.8998 -0.9519 2.3299
N -3.2602 -1.8074 1.1035
N -2.5872 -1.6605 -0.0686
C -3.1404 -2.4645 -0.9894
C -2.7308 -2.6016 -2.4160
C -4.2038 -3.1278 -0.3836
C -4.2456 -2.6999 0.9289
C -5.1786 -3.0979 2.0203
N -2.9010 0.5272 1.8742
N -2.0457 0.9566 0.9075
C -2.1842 2.2833 0.7893
C -1.4885 3.1360 -0.2081
C -3.1120 2.7125 1.7346
C -3.5469 1.5787 2.3963
C -4.5404 1.4543 3.5004
H 2.7367 -1.5399 3.1137
H 2.3223 -0.2309 2.0123
H 2.2371 -1.9206 1.4704
H 0.9019 -2.0507 4.8612
H -1.5182 -2.3455 6.0251
H -2.7562 -2.8238 4.8626
H -2.6736 -1.1552 5.4219
H -3.7070 -1.1161 3.1880
H -1.8716 -1.9908 -2.6687
H -3.5624 -2.3096 -3.0581
H -2.4903 -3.6449 -2.6123
H -4.8507 -3.8495 -0.8516
H -5.8835 -3.8338 1.6409
H -5.7399 -2.2427 2.3965
H -4.6379 -3.5394 2.8574
H -0.4714 2.8016 -0.3717
H -1.4725 4.1648 0.1489
H -2.0003 3.1097 -1.1710
H -3.4400 3.7254 1.8939
H -5.0045 2.4212 3.6802
H -4.0648 1.1243 4.4246
H -5.3211 0.7362 3.2526
O 1.2761 -0.7943 -2.5821
C 1.0185 -1.8316 -2.0073
N 0.0577 -2.0124 -1.0307
S 0.1219 -3.5696 -0.3746
O 0.6436 -3.5403 0.9589
O -1.1093 -4.2690 -0.5873
C 1.3492 -4.1400 -1.4885
C 1.8893 -5.4084 -1.5782
C 2.8741 -5.5998 -2.5382
C 3.2877 -4.5550 -3.3649
C 2.7268 -3.2906 -3.2542
C 1.7446 -3.1022 -2.2972
H 1.5603 -6.2122 -0.9339
H 3.3271 -6.5761 -2.6473
H 4.0539 -4.7386 -4.1062
H 3.0329 -2.4689 -3.8878
O 0.7791 0.5712 -0.0532
As 2.0588 1.6201 -0.2438
C 2.0764 2.6569 1.3631
C 3.0507 3.6243 1.5913
C 3.0244 4.3521 2.7702
C 2.0305 4.1131 3.7113
C 1.0631 3.1463 3.4793
C 1.0810 2.4117 2.3023
C 1.9849 2.8184 -1.7366
C 2.3362 2.3277 -2.9932
C 2.2842 3.1727 -4.0897
C 1.8944 4.4973 -3.9298
C 1.5612 4.9855 -2.6747
C 1.6064 4.1458 -1.5708
C 3.6982 0.6700 -0.4979
C 4.8411 1.4116 -0.7852
C 6.0495 0.7584 -0.9686
C 6.1112 -0.6260 -0.8767
C 4.9659 -1.3618 -0.6078
C 3.7557 -0.7120 -0.4178
H 3.8268 3.8175 0.8604
H 3.7790 5.1045 2.9554
H 2.0142 4.6832 4.6308
H 0.2937 2.9576 4.2165
H 0.3394 1.6429 2.1207
H 2.6291 1.2910 -3.1134
H 2.5496 2.7988 -5.0698
H 1.8561 5.1538 -4.7891
H 1.2687 6.0199 -2.5535
H 1.3504 4.5266 -0.5894
H 4.7947 2.4895 -0.8901
H 6.9403 1.3290 -1.1940
H 7.0566 -1.1320 -1.0215
H 5.0099 -2.4416 -0.5473
H 2.8587 -1.2735 -0.2113
Br -3.4905 2.6532 -5.4676
C -2.7873 1.7553 -3.9602
C -1.4183 1.6509 -3.7986
C -0.9087 0.9827 -2.6932
C -1.7494 0.4102 -1.7547
C -3.1245 0.5520 -1.9160
C -3.6452 1.2230 -3.0142
H -0.7439 2.0868 -4.5235
H 0.1531 0.9085 -2.5826
H -3.8178 0.1983 -1.1662
H -4.7157 1.3293 -3.1253